Entry 1:
Molecular formula: C5H7NO2S2
Method: DFT, the ωB97M-V functional and the def2-TZVPD basis

Element x y z (Å)
1 S 2.63584 0.74140 -1.54915
2 O -1.41718 0.85905 0.44011
3 H -1.37697 -0.71204 -1.72232
4 C 2.48905 0.22827 -0.04136
5 H -1.91356 -1.32440 -0.31998
6 N 0.62542 -0.13577 0.05479
7 H 1.08710 2.55970 -0.22699
8 S 3.25914 -0.34037 1.24352
9 H 1.84531 -2.14429 0.44113
10 H -0.93148 -2.63483 -1.42207
11 C -1.07445 -1.53656 -1.05945
12 C 0.48055 2.28110 0.63979
13 O 0.96203 -2.33818 -0.13021
14 H -0.30330 3.04124 0.87861
15 C -0.25212 0.95625 0.30034
16 H 1.23844 1.99293 1.58958
17 C 0.23031 -1.27323 -0.31496

Output
Multiplicity: 3
E_LUMO (alpha / beta) (eV): 0.07 / -3.02
HOMO level (alpha / beta) (eV): -6.3 / -9.1
Gap between HOMO and LUMO (alpha / beta) (Eh): 0.2355 / 0.2242
Charge: 0

natural (NBO) population analysis, charges in e, atoms 1 to 4: 0.2091 -0.5568 0.2628 -0.6311



Entry 2:
Molecular formula: C5H7NO3
Method: DFT, the ωB97M-V functional and the def2-TZVPD basis

Element x y z (Å)
1 O -0.48970 0.63932 0.63540
2 C -2.92864 0.74754 0.42802
3 C -1.67642 -0.07937 0.23442
4 O 2.94412 -1.25203 -1.71274
5 H 2.30071 -0.64302 1.33927
6 C 1.52385 -1.04522 0.33442
7 O -1.50441 -1.21746 -0.12871
8 N 1.38274 0.38414 -1.07213
9 H -2.54970 1.70955 1.24069
10 C 0.83898 0.33229 0.14040
11 H 1.29410 1.02684 0.80270
12 H 1.09215 -2.11193 0.46377
13 C 2.20118 -0.73798 -0.99562
14 H -3.02898 1.31552 -0.74888
15 H -3.80733 -0.25938 0.86628
16 H 2.40734 1.19121 -1.82728

Output
Multiplicity: 1
E_LUMO (eV): -0.43
HOMO level (eV): -9.9
Gap between HOMO and LUMO (Eh): 0.3493
Charge: 0

natural (NBO) population analysis, charges in e, atoms 1 to 4: -0.5611 -0.7629 0.7661 -0.5406



Entry 3:
Molecular formula: C5H7NO3
Method: DFT, the ωB97M-V functional and the def2-TZVPD basis

Element x y z (Å)
1 C 1.31041 0.63552 -0.08737
2 O 0.02754 2.66835 -0.20375
3 H 1.78789 -1.31289 0.64585
4 H 0.07392 -2.58015 -0.59584
5 H -0.66824 -1.02774 -1.26157
6 C 0.93572 -0.73511 0.28614
7 C -0.14304 -1.52346 -0.44659
8 H -2.19355 -0.29860 1.54073
9 N -1.36913 0.01812 1.03928
10 O -0.01353 1.30696 -2.01466
11 H -0.36003 -1.77976 1.72948
12 H -0.52571 2.02650 -2.41270
13 O 2.42705 1.07707 0.09873
14 C -0.41663 -1.03777 0.92618
15 H -1.17200 0.95060 1.47406
16 C 0.29933 1.61238 -0.71798

Output
Multiplicity: 1
E_LUMO (eV): 0.68
HOMO level (eV): -9.6
Gap between HOMO and LUMO (Eh): 0.3789
Charge: 0

natural (NBO) population analysis, charges in e, atoms 1 to 4: 0.4843 -0.5609 0.2473 0.2246



Entry 4:
Molecular formula: C5H7NO3S
Method: DFT, the ωB97M-V functional and the def2-TZVPD basis

Element x y z (Å)
1 H 2.30801 0.91289 -1.73493
2 H 0.91373 1.55478 -0.65230
3 C -0.20174 -1.83417 1.21556
4 C -2.34619 0.80970 0.16119
5 H -2.74220 0.26164 -0.64683
6 S 2.61042 0.30981 0.43109
7 O 3.22113 -0.99756 0.19880
8 H -3.04808 0.87406 1.06447
9 C 1.38211 -0.11708 1.72037
10 H -0.13663 -2.93057 1.11034
11 H 0.81966 -0.13605 -1.17060
12 H -2.23392 1.92595 -0.17092
13 O 3.51871 1.38086 0.70798
14 C -1.12845 0.16870 0.71955
15 N 0.89837 -1.19296 1.46269
16 C 1.49523 0.70237 -0.97072
17 O -1.22457 -1.16487 0.65655

Output
Multiplicity: 1
E_LUMO (eV): -0.62
HOMO level (eV): -8.5
Gap between HOMO and LUMO (Eh): 0.2907
Charge: 0

natural (NBO) population analysis, charges in e, atoms 1 to 4: 0.2574 0.2488 0.2516 -0.7775



Entry 5:
Molecular formula: C5H7NO4
Method: DFT, the ωB97M-V functional and the def2-TZVPD basis

Element x y z (Å)
1 N -0.71463 1.35743 0.99682
2 H 4.33581 -0.83135 -0.51355
3 O 1.95088 2.50351 -0.24450
4 C -0.53313 0.87634 -0.27087
5 C 1.92063 -0.95476 -0.10193
6 H -2.65477 0.61559 -0.62308
7 O 4.18732 0.10885 -0.14622
8 H 0.07358 1.83009 1.35169
9 H -1.68309 -0.28539 -1.71660
10 O 0.61277 0.74426 -0.78048
11 C 1.95402 1.31324 -0.34491
12 O 2.58008 -2.13248 0.24417
13 H 1.98977 -2.87792 0.34066
14 H -1.90913 1.22633 -1.99954
15 C -1.70740 0.61399 -1.14778
16 C 2.76771 0.14646 -0.16456
17 H -1.47615 1.22790 1.58603

Output
Multiplicity: 1
E_LUMO (alpha / beta) (eV): 0.24 / 0.24
HOMO level (alpha / beta) (eV): -7.3 / -7.3
Gap between HOMO and LUMO (alpha / beta) (Eh): 0.2777 / 0.2777
Charge: 0

natural (NBO) population analysis, charges in e, atoms 1 to 4: -0.7688 0.4870 -0.5829 0.7506



Entry 6:
Molecular formula: C5H7NO4
Method: DFT, the ωB97M-V functional and the def2-TZVPD basis

Element x y z (Å)
1 O 2.51684 1.37688 -0.37698
2 H -1.21384 0.78171 1.66945
3 H 0.35307 -0.41366 -0.72153
4 H 2.24139 1.43163 -1.40559
5 H 2.17157 0.82211 0.34010
6 C -1.81354 -1.46944 -1.31776
7 H -0.83042 -1.89472 -1.59978
8 H 0.93446 -1.51077 1.29454
9 H 0.09707 -1.03726 2.88291
10 C -0.28232 1.56300 -0.95359
11 N 0.01212 2.23655 -1.86997
12 O -1.74489 -0.27186 -0.71379
13 C 0.38879 -0.75719 1.86928
14 O 0.88645 0.57375 1.72651
15 C -0.38107 0.27491 1.17503
16 C -0.46888 0.21855 -0.34269
17 O -2.86681 -1.92419 -1.65614

Output
Multiplicity: 1
E_LUMO (eV): 0.25
HOMO level (eV): -10.9
Gap between HOMO and LUMO (Eh): 0.4096
Charge: 0

natural (NBO) population analysis, charges in e, atoms 1 to 4: -1.0286 0.2157 0.2300 0.5146



Entry 7:
Molecular formula: C5H7NO4S
Method: DFT, the ωB97M-V functional and the def2-TZVPD basis

Element x y z (Å)
1 H -0.24976 0.52731 -1.50204
2 O 0.15112 -4.39689 -2.47789
3 O -2.10487 -3.34770 -2.33922
4 H 1.26568 1.49840 -0.99864
5 S -0.83212 -3.56286 -1.71809
6 H -0.33903 2.13905 -0.55050
7 H 1.95369 -2.91667 -2.00314
8 H -0.97843 1.39433 1.39112
9 C 0.70691 -0.99476 0.28608
10 N 1.48146 -2.22797 -1.45712
11 C 1.96469 -1.36658 -0.44864
12 H 0.29360 -1.82213 0.85970
13 O 3.00205 -0.76953 -0.37578
14 C 0.40418 0.39247 0.64517
15 O -0.71180 0.44931 1.44840
16 C 0.20331 -1.93598 -1.54713
17 H 1.32558 0.86634 1.27730
18 C 0.30052 1.22867 -0.69715

Output
Multiplicity: 1
E_LUMO (alpha / beta) (eV): -1.90 / -1.90
HOMO level (alpha / beta) (eV): -9.2 / -9.2
Gap between HOMO and LUMO (alpha / beta) (Eh): 0.2696 / 0.2697
Charge: 0

natural (NBO) population analysis, charges in e, atoms 1 to 4: 0.2276 -0.9289 -0.8826 0.2254



Entry 8:
Molecular formula: C5H7NOS
Method: DFT, the ωB97M-V functional and the def2-TZVPD basis

Element x y z (Å)
1 H 2.50701 0.37450 1.04825
2 H 0.31313 -1.91094 0.61988
3 C -0.11857 -1.00455 0.31524
4 H -1.27945 1.29909 0.77732
5 H 2.47844 -1.32933 0.15516
6 N -2.52075 -0.61085 -0.59789
7 H -1.85942 -2.07503 0.61258
8 C -0.91654 1.57350 -0.25975
9 H -1.03081 2.66848 -0.34638
10 O 0.42033 1.22438 -0.50325
11 C -1.56395 -1.17410 0.04560
12 C 2.22943 -0.21794 0.15926
13 S -2.15866 0.81791 -1.38653
14 H 2.73392 0.37104 -0.64893
15 C 0.76588 -0.00616 0.00944

Output
Multiplicity: 1
E_LUMO (eV): 0.54
HOMO level (eV): -8.3
Gap between HOMO and LUMO (Eh): 0.3235
Charge: 0

natural (NBO) population analysis, charges in e, atoms 1 to 4: 0.2367 0.2213 -0.4339 0.2110



Entry 9:
Molecular formula: C5H7NOS
Method: DFT, the ωB97M-V functional and the def2-TZVPD basis

Element x y z (Å)
1 C -1.27923 0.33041 -0.12838
2 C 1.45275 1.63636 0.27736
3 C -0.12631 -0.36316 -0.24584
4 C 1.22566 0.12883 -0.02910
5 H -0.27823 -1.43302 -0.59343
6 H 1.51968 2.19362 -0.68393
7 H 2.36579 1.63914 0.86772
8 N -1.47866 1.70693 -0.05818
9 H -2.41867 1.95178 -0.36561
10 O -2.49264 -1.65301 0.21784
11 H -3.54941 0.05845 0.12126
12 S 2.51893 -0.92423 -0.03457
13 H -0.80839 2.21158 -0.67131
14 C -2.51318 -0.46478 0.06394
15 H 0.60000 1.83581 0.91506

Output
Multiplicity: 1
E_LUMO (eV): -1.18
HOMO level (eV): -8.5
Gap between HOMO and LUMO (Eh): 0.2682
Charge: 0

natural (NBO) population analysis, charges in e, atoms 1 to 4: 0.0975 -0.6911 -0.3072 -0.0681



Entry 10:
Molecular formula: C5H7NOS
Method: DFT, the ωB97M-V functional and the def2-TZVPD basis

Element x y z (Å)
1 H -0.75946 -1.73681 1.55026
2 C -0.70467 0.18902 0.50877
3 C 1.24497 1.84781 -0.26156
4 H -2.38945 -0.54700 -0.79921
5 S -2.47057 -1.80003 -0.30866
6 H 0.86561 2.62973 0.41638
7 C -0.92800 -1.37271 0.45638
8 H -1.46964 0.77272 0.01269
9 H 1.00757 2.10254 -1.30002
10 H 2.36508 1.67207 -0.23381
11 H -0.67261 0.65147 1.58185
12 C 0.65006 0.50229 -0.05180
13 O 1.00981 -2.74189 -0.91208
14 N 1.42312 -0.45786 -0.30512
15 C 0.82819 -1.71135 -0.35406

Output
Multiplicity: 1
E_LUMO (eV): 0.22
HOMO level (eV): -8.1
Gap between HOMO and LUMO (Eh): 0.3066
Charge: 0

natural (NBO) population analysis, charges in e, atoms 1 to 4: 0.2316 -0.5111 -0.6787 0.1086



Entry 11:
Molecular formula: C5H7NOS
Method: DFT, the ωB97M-V functional and the def2-TZVPD basis

Element x y z (Å)
1 O 1.64529 -2.18979 0.14649
2 H -1.09162 1.41126 -0.06336
3 S -3.27368 -0.01505 0.06039
4 C 1.46209 -0.96597 -0.04258
5 H 0.65032 2.71404 0.82560
6 H 2.08169 1.46957 0.43472
7 H 1.26000 2.55375 -0.83128
8 C -0.08166 0.97351 -0.11763
9 H -2.53692 -2.29852 -0.09787
10 C 0.12282 -0.34768 -0.14548
11 H 2.29156 -0.34088 -0.21159
12 N -0.86476 -1.33679 -0.05358
13 C 1.08220 1.95858 0.08676
14 C -2.21288 -1.26146 -0.02449
15 H -0.53444 -2.32456 0.03389

Output
Multiplicity: 1
E_LUMO (eV): -0.38
HOMO level (eV): -8.6
Gap between HOMO and LUMO (Eh): 0.3029
Charge: 0

natural (NBO) population analysis, charges in e, atoms 1 to 4: -0.5401 0.2535 -0.1307 0.3955



Entry 12:
Molecular formula: C5H7NOS2
Method: DFT, the ωB97M-V functional and the def2-TZVPD basis

Element x y z (Å)
1 C -0.34586 -0.25079 0.11762
2 O 1.92213 0.06118 1.25336
3 N 0.12938 1.79977 1.46487
4 H -0.28234 2.72625 1.25007
5 H 1.44994 1.18502 -1.95897
6 H 2.74285 1.96063 -1.07657
7 C 1.72183 2.03589 -1.44706
8 S -1.77130 -0.39488 1.09407
9 H -1.53850 -2.89248 -1.47810
10 S 1.00871 0.84438 0.46516
11 H 0.60925 1.83052 2.36497
12 C -2.09208 -1.84776 0.29720
13 C -1.28942 -2.07914 -0.77413
14 H -2.90407 -2.41440 0.69433
15 C -0.14057 -1.18613 -0.84658
16 H 0.78004 -1.37805 -1.42024

Output
Multiplicity: 1
E_LUMO (eV): 0.51
HOMO level (eV): -8.4
Gap between HOMO and LUMO (Eh): 0.3283
Charge: 0

natural (NBO) population analysis, charges in e, atoms 1 to 4: -0.5131 -0.9299 -1.1038 0.4315



| no. | strongest force on any atom (Eh/bohr) |
| --- | --- |
| 1 | 0.0682 |
| 2 | 0.2059 |
| 3 | 0.0393 |
| 4 | 0.0814 |
| 5 | 0.0687 |
| 6 | 0.0880 |
| 7 | 0.0742 |
| 8 | 0.0565 |
| 9 | 0.0450 |
| 10 | 0.0957 |
| 11 | 0.0679 |
| 12 | 0.0705 |